1.
23
Properties=species:S:1:pos:R:3:forces:R:3 method="wB97M-V/def2-TZVPD" charge=0 homo_energy_ev=-8.81 largest_force_ev_per_a=0.8 smiles=COCOC.CSSC spin_multiplicity=1 energy_ev=-31176.7125
C -1.949 -0.653 -1.671 -0.490 -0.010 -0.148
O -0.644 -0.752 -2.221 -0.049 0.160 0.291
C 0.350 -0.522 -1.262 0.377 -0.711 0.179
O 0.368 0.786 -0.762 0.054 0.046 -0.334
C 0.726 1.733 -1.758 0.016 0.589 -0.113
H -2.666 -0.909 -2.469 0.381 0.106 0.324
H -2.173 0.366 -1.311 0.142 -0.291 -0.103
H -2.086 -1.359 -0.834 0.110 0.148 -0.190
H 0.226 -1.183 -0.383 -0.156 0.295 -0.251
H 1.310 -0.783 -1.747 -0.336 0.267 0.023
H 1.712 1.502 -2.195 -0.239 -0.021 0.133
H -0.017 1.781 -2.572 0.219 -0.103 0.295
H 0.779 2.722 -1.272 -0.035 -0.471 -0.161
C 2.185 -0.679 1.809 0.504 0.492 -0.192
S 0.866 -1.725 2.462 0.044 0.055 0.012
S -0.299 -0.378 3.454 -0.056 -0.018 -0.052
C -1.353 0.260 2.134 -0.346 0.232 -0.553
H 2.897 -1.335 1.281 -0.286 0.166 0.200
H 2.723 -0.157 2.619 -0.272 -0.322 -0.267
H 1.805 0.073 1.098 0.055 -0.381 0.293
H -0.771 0.780 1.354 -0.169 -0.224 0.394
H -1.935 -0.547 1.658 0.252 0.270 0.308
H -2.054 0.979 2.589 0.281 -0.276 -0.088


2.
47
Properties=species:S:1:pos:R:3:forces:R:3 method="wB97M-V/def2-TZVPD" charge=+2 homo_energy_ev=-10.28 largest_force_ev_per_a=3.7 spin_multiplicity=1 energy_ev=-149932.3510
K -7.872 -8.797 -6.371 0.078 0.583 -0.087
K -13.597 -12.383 -6.291 -0.218 0.120 -0.023
K -9.272 -10.903 -13.398 -0.155 0.182 -0.113
As -11.986 -7.337 -9.339 -1.623 3.109 -1.155
F -10.298 -6.775 -9.117 -0.836 -1.486 -0.007
F -11.569 -8.258 -10.834 -0.163 0.339 1.641
F -13.753 -7.614 -9.520 1.999 -0.427 -0.034
F -12.386 -6.434 -7.875 0.435 -0.683 -0.717
F -12.179 -5.820 -10.390 0.237 -2.302 1.482
F -11.822 -8.829 -8.314 0.369 0.841 -0.973
C -16.645 -4.950 -7.170 -0.877 0.037 -0.691
N -17.704 -3.936 -7.541 -0.803 1.172 0.186
O -17.462 -2.746 -7.558 1.199 -0.286 0.201
O -18.822 -4.340 -7.782 0.036 -1.070 -0.065
H -16.207 -4.683 -6.208 -0.074 0.014 -0.268
H -15.930 -4.974 -7.993 0.127 0.183 0.254
H -17.229 -5.870 -7.178 0.426 -0.045 0.356
N -11.429 -1.790 -8.795 -0.524 -0.630 1.727
C -12.155 -1.608 -7.602 1.223 0.378 -1.904
C -12.218 -0.247 -7.482 -2.196 0.488 1.783
C -11.688 0.448 -8.605 0.822 -0.950 1.258
C -11.095 -0.569 -9.264 0.700 -0.590 -3.104
H -11.171 -2.698 -9.156 0.058 0.439 -0.150
H -12.554 -2.459 -7.070 0.063 0.345 0.144
H -12.759 0.158 -6.640 0.012 0.420 -0.080
H -11.553 1.493 -8.842 -0.221 -0.122 0.342
H -10.523 -0.540 -10.180 0.045 0.156 -0.039
N -4.372 -6.225 -8.195 -1.279 -0.196 -0.945
C -5.518 -5.562 -8.509 -1.182 1.527 1.223
C -5.994 -4.884 -7.319 1.587 -2.042 -1.784
C -5.079 -5.287 -6.323 0.642 -0.432 0.451
C -4.115 -6.141 -6.876 0.445 1.108 0.130
H -3.786 -6.712 -8.858 -0.179 0.158 0.114
H -5.908 -5.558 -9.517 0.082 0.108 0.075
H -6.790 -4.168 -7.175 -0.076 -0.251 -0.350
H -5.076 -4.932 -5.303 0.066 -0.060 -0.027
H -3.086 -6.406 -6.681 -0.253 -0.140 1.146
N -7.064 -4.606 -14.941 -0.745 1.904 1.022
C -6.784 -3.479 -15.714 -0.654 -0.018 -0.861
C -7.441 -2.351 -15.271 -0.929 -1.834 1.917
C -8.172 -2.814 -14.109 0.442 -2.085 1.102
C -7.906 -4.185 -13.856 1.041 1.491 -2.885
H -6.816 -5.559 -15.168 0.086 0.475 0.046
H -6.361 -3.515 -16.707 0.502 -0.526 0.238
H -7.504 -1.348 -15.667 0.285 -0.285 -0.193
H -8.836 -2.333 -13.405 0.144 0.633 -0.296
H -8.172 -4.880 -13.073 -0.166 0.250 -0.090


3.
95
Properties=species:S:1:pos:R:3:forces:R:3 method="wB97M-V/def2-TZVPD" charge=-1 homo_energy_ev=-3.96 largest_force_ev_per_a=3.8 spin_multiplicity=1 energy_ev=-85419.7320
C 1.301 -2.453 1.225 -0.393 -0.125 0.102
C 1.023 -3.741 0.354 0.617 1.641 -0.326
C 1.825 -3.578 -0.984 0.328 -0.457 1.632
O 1.396 -2.345 -1.554 -0.357 -0.780 0.439
N 1.723 -2.168 -2.910 0.684 0.258 -0.888
B 0.723 -2.734 -3.851 -1.099 -0.232 -0.902
C 0.571 -4.313 -4.175 0.802 0.329 0.396
O -0.197 -1.886 -4.536 0.680 -0.644 1.074
C 3.112 -2.400 -3.269 0.666 0.195 -0.470
C 4.177 -1.635 -2.414 -0.128 0.425 -0.549
C 3.710 -0.303 -1.761 1.196 -0.769 0.601
O 2.846 0.485 -2.561 -0.138 0.009 1.512
C 2.066 1.267 -1.686 -0.762 0.083 -0.915
C 0.896 1.844 -2.571 2.370 -1.570 0.559
F 1.397 2.863 -3.311 -0.709 0.328 0.281
F 0.562 0.860 -3.434 -0.766 0.628 0.290
C -0.327 2.268 -1.692 0.216 0.740 -0.784
F -0.730 3.483 -2.151 -0.462 -0.505 0.082
F 0.016 2.479 -0.388 0.092 -0.406 -0.206
C -1.505 1.249 -1.717 -1.228 0.905 0.110
F -2.098 1.308 -2.936 0.431 -0.235 0.070
F -1.103 -0.005 -1.440 0.150 0.245 -0.199
C -2.634 1.582 -0.678 0.380 -0.497 0.160
F -3.767 0.915 -1.032 0.426 -0.029 0.075
F -2.952 2.897 -0.681 0.307 -0.247 0.244
C 3.295 -1.922 -4.770 1.253 -1.391 -3.268
O 3.019 -0.782 -5.146 -0.574 0.601 1.277
O 3.803 -2.791 -5.594 -0.732 0.253 2.325
H 0.883 -2.550 2.249 0.182 -0.089 -0.514
H 2.384 -2.246 1.340 -0.470 -0.273 -0.164
H 0.846 -1.547 0.776 0.252 -0.570 0.100
H 1.353 -4.613 0.946 -0.301 0.155 -0.537
H -0.053 -3.757 0.092 0.431 -0.336 0.346
H 2.895 -3.488 -0.667 -0.483 -0.133 -0.473
H 1.736 -4.466 -1.638 -0.191 0.584 0.037
H 0.075 -4.492 -5.146 0.098 0.034 0.601
H 0.042 -4.819 -3.333 0.128 0.248 -0.580
H 1.595 -4.747 -4.203 -0.557 0.078 -0.079
H -1.010 -1.804 -4.026 -0.016 0.185 -0.158
H 3.423 -3.475 -3.305 -0.369 0.546 0.199
H 4.590 -2.307 -1.629 -0.337 0.529 -0.201
H 5.028 -1.411 -3.093 -0.536 -0.215 0.310
H 4.632 0.288 -1.519 -0.508 -0.244 -0.146
H 3.272 -0.563 -0.765 -0.185 0.279 -0.733
H 2.675 2.086 -1.249 -0.517 -0.209 0.008
H 1.574 0.658 -0.898 0.488 0.145 -0.234
H -2.305 1.230 0.318 -0.305 0.423 -0.294
C 5.321 -6.308 7.272 -0.091 0.008 -0.050
C 5.385 -5.962 5.925 -0.096 -0.006 0.054
C 4.219 -5.762 5.202 0.198 0.004 -0.015
C 2.983 -5.918 5.821 0.120 -0.066 0.166
C 2.918 -6.287 7.166 0.105 0.040 -0.127
C 4.091 -6.471 7.891 0.197 -0.012 0.004
C 1.607 -6.505 7.828 -0.013 -0.138 0.534
O 1.550 -6.823 9.001 0.001 0.024 -0.103
C 0.367 -6.334 7.029 -0.114 0.016 -0.144
C -0.869 -6.589 7.616 -0.211 -0.008 -0.006
C -2.033 -6.420 6.883 0.108 0.026 -0.037
C -1.969 -5.988 5.561 0.087 -0.015 0.058
C -0.741 -5.738 4.969 -0.189 -0.008 -0.031
C 0.430 -5.920 5.697 -0.140 -0.044 0.145
C 1.741 -5.683 5.041 0.034 0.181 -0.571
O 1.796 -5.309 3.887 -0.002 -0.037 0.079
H 6.233 -6.455 7.837 -0.028 0.004 -0.013
H 6.346 -5.848 5.440 -0.031 0.008 0.009
H 4.272 -5.488 4.156 -0.157 0.014 0.036
H 4.045 -6.744 8.937 -0.151 -0.004 -0.047
H -0.922 -6.922 8.645 0.158 0.035 -0.022
H -2.993 -6.624 7.341 0.029 0.010 -0.007
H -2.880 -5.850 4.991 0.031 -0.002 0.010
H -0.694 -5.407 3.939 0.156 -0.016 0.041
C -4.572 11.969 -2.196 -0.001 -0.095 0.004
C -5.313 11.470 -1.129 0.055 -0.077 -0.051
C -5.351 10.105 -0.887 -0.057 0.201 0.052
C -4.657 9.232 -1.719 0.024 0.185 -0.091
C -3.934 9.731 -2.803 -0.107 0.084 0.149
C -3.885 11.103 -3.032 -0.069 0.185 0.054
C -3.227 8.809 -3.730 0.335 0.062 -0.463
O -2.594 9.247 -4.672 -0.082 0.027 0.094
C -3.317 7.348 -3.488 -0.060 -0.118 0.061
C -2.709 6.467 -4.377 0.046 -0.177 -0.046
C -2.775 5.100 -4.153 -0.065 0.087 0.047
C -3.442 4.607 -3.035 -0.055 0.158 -0.140
C -4.054 5.480 -2.148 0.025 -0.153 -0.074
C -4.002 6.851 -2.376 0.082 -0.023 -0.104
C -4.691 7.773 -1.439 -0.236 -0.335 0.417
O -5.277 7.346 -0.463 0.027 0.101 -0.078
H -4.536 13.036 -2.379 0.002 -0.030 0.001
H -5.860 12.147 -0.484 0.021 -0.020 -0.010
H -5.923 9.720 -0.054 0.081 -0.135 -0.058
H -3.314 11.493 -3.864 0.012 -0.165 -0.020
H -2.186 6.846 -5.246 -0.028 0.125 0.088
H -2.306 4.416 -4.848 0.014 0.013 0.043
H -3.486 3.542 -2.859 -0.009 0.053 -0.060
H -4.574 5.092 -1.283 -0.010 0.139 0.007


4.
141
Properties=species:S:1:pos:R:3:forces:R:3 method="wB97M-V/def2-TZVPD" charge=-2 homo_energy_ev=-1.32 largest_force_ev_per_a=1.3 spin_multiplicity=1 energy_ev=-103476.3028
Tl -0.191 -0.343 -0.467 -0.086 0.369 -0.243
O -3.828 -2.559 -4.220 -0.119 0.108 -0.420
C -2.748 -2.142 -3.512 -0.492 -0.437 0.955
O -2.672 -2.388 -2.337 0.156 0.107 0.003
C -1.757 -1.406 -4.313 0.857 0.601 -0.468
C -2.003 -1.116 -5.649 -0.405 -0.224 0.329
C -1.034 -0.449 -6.370 0.250 0.128 -0.059
C 0.128 -0.080 -5.726 -0.043 0.135 -0.126
C 0.275 -0.351 -4.364 0.120 0.151 0.388
N -0.641 -1.017 -3.673 -0.368 -0.077 -0.081
C 1.536 0.196 -3.641 0.106 -0.105 0.410
O 2.470 0.507 -4.390 0.037 0.058 -0.208
O 1.514 0.277 -2.380 -0.686 -0.442 -0.812
H -4.428 -2.958 -3.574 0.123 0.010 0.064
H -2.954 -1.389 -6.081 0.036 -0.063 -0.077
H -1.192 -0.209 -7.414 0.003 0.010 -0.001
H 0.918 0.457 -6.232 0.072 -0.034 0.072
C 1.879 4.133 1.150 0.113 -0.024 -0.067
C 2.826 2.951 0.937 -0.335 -0.211 0.078
C 3.025 2.202 2.260 0.056 0.038 -0.136
P 2.170 1.724 -0.382 0.468 0.996 0.602
C 3.898 1.054 -0.797 -0.274 -0.249 -0.296
C 4.710 1.736 -1.896 -0.049 0.113 0.125
C 3.843 -0.449 -1.088 0.017 0.099 0.028
C 1.567 3.037 -1.541 -0.123 -0.448 -0.152
C 2.453 4.000 -2.015 -0.034 0.037 -0.050
C 2.067 5.113 -2.749 0.256 0.143 0.019
C 3.081 6.094 -3.281 -0.020 -0.188 0.024
C 0.708 5.293 -2.961 -0.073 -0.068 0.042
C -0.200 4.370 -2.494 0.049 0.105 -0.005
C 0.174 3.175 -1.827 -0.045 0.186 -0.142
N -0.806 2.313 -1.412 0.281 -0.408 0.177
C -1.947 2.214 -2.142 -0.123 0.151 0.072
C -1.962 2.363 -3.558 0.049 -0.269 -0.138
C -3.119 2.328 -4.291 0.004 0.031 0.069
C -4.363 2.155 -3.676 -0.256 0.102 -0.013
C -5.634 2.230 -4.484 0.163 -0.091 0.030
C -4.375 1.946 -2.309 0.057 0.040 -0.167
C -3.214 1.937 -1.533 0.536 -0.145 0.150
P -3.164 1.596 0.257 -0.580 0.038 0.344
C -4.216 0.049 0.524 0.009 0.134 -0.080
C -4.564 -0.052 2.009 0.182 -0.013 -0.072
C -5.448 -0.295 -0.311 0.146 -0.069 -0.015
C -4.203 2.996 0.995 0.221 -0.133 -0.128
C -3.326 4.246 0.894 -0.019 -0.138 0.095
C -5.599 3.282 0.450 0.089 -0.046 0.122
H 2.116 4.660 2.081 -0.015 -0.034 0.044
H 0.843 3.786 1.196 -0.058 0.029 0.084
H 1.951 4.841 0.327 -0.103 0.069 0.032
H 3.797 3.340 0.605 -0.056 -0.079 -0.124
H 2.078 2.141 2.796 0.088 -0.029 -0.043
H 3.740 2.726 2.903 0.007 -0.019 0.030
H 3.378 1.180 2.109 0.062 -0.035 0.103
H 4.428 1.177 0.154 -0.119 0.051 0.011
H 4.113 1.856 -2.800 0.005 -0.053 -0.029
H 5.571 1.108 -2.145 0.033 0.032 0.031
H 5.085 2.711 -1.572 0.057 -0.005 -0.089
H 3.672 -0.618 -2.148 -0.011 -0.043 0.004
H 3.036 -0.923 -0.531 0.084 -0.139 -0.002
H 4.791 -0.917 -0.798 0.013 0.008 0.016
H 3.505 3.888 -1.786 -0.046 0.051 0.016
H 3.815 6.366 -2.519 0.016 0.036 0.004
H 2.586 7.005 -3.622 0.049 0.036 -0.022
H 3.630 5.665 -4.124 0.038 0.082 -0.047
H 0.355 6.171 -3.494 -0.012 0.038 0.030
H -1.256 4.558 -2.641 0.021 0.007 -0.010
H -1.013 2.494 -4.061 0.032 0.043 -0.034
H -3.079 2.462 -5.369 0.059 -0.024 -0.023
H -5.593 3.074 -5.177 -0.091 -0.006 -0.030
H -6.500 2.366 -3.834 -0.045 -0.027 -0.019
H -5.789 1.323 -5.077 -0.079 0.017 -0.019
H -5.332 1.815 -1.822 -0.020 -0.042 -0.006
H -3.469 -0.721 0.308 0.018 -0.102 -0.006
H -5.323 0.685 2.281 -0.012 -0.012 0.050
H -3.679 0.106 2.627 0.020 0.051 0.130
H -4.954 -1.047 2.241 -0.027 0.000 0.010
H -6.290 0.369 -0.106 -0.014 0.040 -0.028
H -5.763 -1.312 -0.052 -0.043 0.020 -0.041
H -5.231 -0.268 -1.377 -0.031 -0.057 -0.018
H -4.292 2.725 2.054 0.043 -0.010 -0.035
H -3.177 4.514 -0.155 0.039 0.049 -0.016
H -2.346 4.048 1.329 0.056 0.109 -0.033
H -3.778 5.098 1.412 -0.026 0.003 -0.027
H -5.539 3.644 -0.577 -0.054 0.006 -0.014
H -6.078 4.056 1.059 -0.021 0.063 -0.045
H -6.241 2.402 0.478 -0.018 -0.004 -0.043
C 3.472 -5.381 -0.125 -0.105 -0.064 0.007
C 2.440 -4.491 -0.837 -0.037 0.381 0.006
C 3.043 -3.786 -2.053 -0.117 -0.119 -0.057
P 1.448 -3.227 0.177 0.032 -0.757 0.368
C 0.195 -4.401 0.951 0.091 0.123 -0.168
C -0.865 -4.774 -0.081 0.122 0.070 0.100
C 0.757 -5.643 1.634 -0.047 0.171 0.064
C 2.526 -2.801 1.587 -0.051 0.205 -0.078
C 3.907 -2.771 1.437 -0.054 -0.058 0.232
C 4.773 -2.342 2.436 0.238 -0.042 -0.071
C 6.256 -2.243 2.180 -0.218 0.078 -0.015
C 4.210 -1.932 3.643 0.055 -0.054 -0.058
C 2.848 -1.888 3.820 -0.052 -0.083 0.077
C 1.937 -2.240 2.776 0.291 0.167 0.133
N 0.635 -2.022 2.854 -0.422 -0.308 -0.643
C -0.019 -1.661 4.006 -0.126 0.133 0.331
C -0.355 -2.613 4.995 0.063 -0.025 0.032
C 0.138 -4.032 4.885 -0.043 0.141 -0.125
C -1.169 -2.264 6.065 0.060 0.131 0.021
C -1.661 -0.976 6.222 0.009 0.005 0.069
C -2.552 -0.615 7.384 0.023 0.005 -0.118
C -1.292 -0.028 5.274 -0.041 -0.026 0.108
C -0.482 -0.337 4.191 0.094 -0.085 0.061
C -0.070 0.747 3.237 -0.097 -0.066 -0.061
H 3.359 -6.425 -0.430 0.004 -0.028 -0.036
H 3.374 -5.334 0.957 0.080 -0.051 0.019
H 4.488 -5.079 -0.380 0.037 0.015 0.022
H 1.645 -5.138 -1.222 -0.056 0.051 0.080
H 3.861 -3.128 -1.765 0.039 0.066 0.000
H 2.283 -3.179 -2.545 0.068 0.084 -0.073
H 3.428 -4.512 -2.777 0.054 -0.023 -0.003
H -0.266 -3.761 1.704 0.017 0.000 0.042
H -0.457 -5.423 -0.862 -0.028 -0.004 -0.043
H -1.260 -3.877 -0.551 -0.158 0.036 -0.154
H -1.689 -5.313 0.396 -0.032 -0.011 -0.014
H 1.164 -6.349 0.907 0.025 -0.036 -0.011
H -0.039 -6.153 2.187 -0.012 -0.046 0.006
H 1.540 -5.380 2.346 0.038 -0.027 0.006
H 4.348 -3.096 0.502 -0.022 0.013 -0.048
H 6.553 -2.911 1.370 0.056 0.000 -0.023
H 6.844 -2.501 3.065 0.022 0.017 0.020
H 6.517 -1.222 1.884 0.183 -0.030 -0.007
H 4.866 -1.623 4.454 -0.008 0.042 0.028
H 2.429 -1.525 4.753 0.011 0.008 -0.008
H -0.571 -4.633 4.310 0.043 -0.087 -0.042
H 0.244 -4.479 5.875 -0.022 -0.038 0.004
H 1.097 -4.074 4.372 0.022 -0.053 0.021
H -1.411 -3.020 6.809 -0.011 -0.014 -0.008
H -2.503 -1.379 8.162 -0.036 -0.004 0.009
H -3.594 -0.520 7.065 -0.023 0.002 0.069
H -2.257 0.338 7.829 -0.019 0.019 0.012
H -1.631 0.998 5.399 -0.002 0.031 -0.036
H 0.244 1.639 3.785 -0.031 -0.012 -0.004
H -0.896 1.040 2.584 -0.049 0.025 -0.103
H 0.748 0.413 2.601 -0.020 0.003 0.027